# C45H62F4N3O2P2Ti

C45H62F4N3O2P2Ti as an isolated structure in a non-equilibrium geometry (ωB97M-V with the def2-TZVPD basis set, the Open Molecules 2025 dataset).

Molecular weight: 862.82 g mol⁻¹
HOMO-LUMO gap: 0.2540 hartree
LUMO level: -3.1 eV
HOMO level: -0.3679 Ha

The geometry in ORCA input format:
```
! wB97M-V def2-TZVPD RIJCOSX def2/J DEFGRID3
* xyz 1 1
Ti -0.4669 -0.2039 -0.1567
C -2.9948 4.6097 -1.0727
C -1.7618 3.9527 -1.6710
N -2.0110 2.6151 -2.2089
C -2.9831 2.6170 -3.3083
C -2.5165 3.2279 -4.6277
C -0.7182 2.0169 -2.5360
C -0.7251 0.6187 -3.1508
N -0.5560 -0.4982 -2.2042
C -0.9839 -1.7074 -2.6901
C -1.3924 -2.7326 -1.8244
F -1.2624 -2.5089 -0.4746
C -1.8400 -3.9711 -2.2220
F -2.1732 -4.8566 -1.2676
C -1.9279 -4.3030 -3.5580
C -1.5062 -3.3347 -4.4493
F -1.5210 -3.5976 -5.7603
C -1.0353 -2.0951 -4.0483
F -0.5571 -1.2870 -5.0175
H -2.7014 5.4675 -0.4668
H -3.5314 3.9068 -0.4348
H -3.6826 4.9756 -1.8337
H -0.9931 3.8424 -0.8998
H -1.3181 4.6144 -2.4338
H -3.8685 3.1436 -2.9519
H -3.3141 1.5903 -3.4813
H -2.1966 4.2622 -4.5079
H -3.3334 3.2186 -5.3482
H -1.6904 2.6675 -5.0657
H -0.1353 2.0231 -1.6056
H -0.1635 2.6799 -3.2224
H 0.0571 0.6035 -3.9133
H -1.6637 0.4692 -3.6884
H -2.2834 -5.2643 -3.8907
C -1.5888 -3.6342 2.6489
C -2.2887 -2.2723 2.7094
C -3.5291 -2.2494 1.8226
P -1.0623 -0.9448 2.3397
C 0.0752 -0.9797 3.7980
C 1.0169 0.2218 3.7390
C -0.6433 -1.0201 5.1457
C -1.9411 0.6293 2.5373
C -3.1041 0.7922 3.2827
C -3.8095 1.9843 3.2431
C -3.3585 3.0068 2.4204
C -2.2028 2.8536 1.6712
C -1.4643 1.6752 1.7380
N -0.2885 1.4499 0.9422
C 0.6555 2.5072 0.9187
C 0.6029 3.5711 1.8292
C 1.4468 4.6597 1.7031
C 2.3892 4.7170 0.6856
C 2.5343 3.6175 -0.1397
C 1.7047 2.5049 -0.0201
P 2.0224 0.8862 -0.7432
C 2.9055 1.0214 -2.3788
C 2.6188 2.2536 -3.2392
C 2.6794 -0.2638 -3.1887
C 3.4083 0.2825 0.3651
C 4.3780 1.3730 0.8166
C 4.2132 -0.8723 -0.2447
H -2.2660 -4.4122 3.0023
H -0.6908 -3.6753 3.2664
H -1.3108 -3.8800 1.6232
H -2.6120 -2.0950 3.7404
H -3.2800 -2.4175 0.7785
H -4.0694 -1.3070 1.9013
H -4.2026 -3.0477 2.1377
H 0.6592 -1.8963 3.6929
H 1.4460 0.3721 2.7482
H 1.8300 0.0956 4.4552
H 0.4835 1.1377 3.9991
H -1.3322 -0.1821 5.2535
H 0.0928 -0.9403 5.9469
H -1.1915 -1.9473 5.3012
H -3.4778 -0.0240 3.8877
H -4.7085 2.1056 3.8302
H -3.9151 3.9310 2.3491
H -1.8795 3.6556 1.0237
H -0.1114 3.5564 2.6375
H 1.3632 5.4726 2.4115
H 3.0306 5.5783 0.5717
H 3.3321 3.6067 -0.8671
H 3.9615 1.0560 -2.0985
H 1.5739 2.5567 -3.2107
H 2.8688 2.0285 -4.2765
H 3.2183 3.1108 -2.9436
H 1.7771 -0.1873 -3.7913
H 2.5696 -1.1479 -2.5637
H 3.5200 -0.4281 -3.8632
H 2.8882 -0.0825 1.2506
H 4.8332 1.8854 -0.0326
H 5.1877 0.9100 1.3840
H 3.9035 2.1185 1.4512
H 4.9917 -0.4876 -0.9030
H 3.6212 -1.5757 -0.8242
H 4.7125 -1.4302 0.5476
C 1.5533 -3.6655 -1.2826
C 1.6226 -2.9458 0.0305
O 1.1179 -1.8258 0.1610
C 2.3143 -3.6176 1.1531
C 2.6231 -4.9770 1.0923
C 3.2584 -5.5944 2.1574
C 3.6047 -4.8569 3.2800
C 3.3132 -3.4995 3.3427
C 2.6678 -2.8878 2.2848
H 1.2097 -2.9944 -2.0645
H 0.8509 -4.4984 -1.1986
H 2.5255 -4.0826 -1.5472
H 2.3583 -5.5643 0.2250
H 3.4865 -6.6492 2.1097
H 4.1091 -5.3394 4.1056
H 3.5922 -2.9236 4.2142
H 2.4443 -1.8344 2.3111
C -3.4849 0.2596 -0.5434
O -2.1731 -0.0644 -0.1492
H -3.8916 -0.5699 -1.1289
H -3.4476 1.1762 -1.1348
H -4.0901 0.4085 0.3547
*
```

Here are the Löwdin charges for atoms 1 to 5, given in e:
1. Ti 0.94
2. C -0.08
3. C -0.25
4. N -0.17
5. C -0.25